21
Properties=species:S:1:pos:R:3 method="wB97M-V/def2-TZVPD" orbital_gap_ev=10.050 de_lowest_ev=2.4323 lumo_energy_ev=1.205 multiplicity=1 smiles=CCC.CCN
C -3.484 -4.418 1.163
C -3.527 -2.885 1.673
C -4.646 -2.241 0.823
H -2.500 -4.510 0.522
H -4.262 -4.399 0.500
H -3.685 -5.131 1.877
H -2.742 -2.296 1.650
H -3.941 -2.991 2.626
H -4.815 -2.595 -0.191
H -5.490 -2.189 1.434
H -4.242 -1.150 0.695
C 3.412 2.884 -1.405
C 4.796 3.454 -1.749
N 5.187 4.480 -0.698
H 3.021 1.866 -1.876
H 3.358 2.631 -0.380
H 2.662 3.619 -1.608
H 5.663 2.702 -1.807
H 4.931 4.031 -2.795
H 4.436 5.093 -0.421
H 5.869 4.047 -0.034



22
Properties=species:S:1:pos:R:3 method="wB97M-V/def2-TZVPD" orbital_gap_ev=9.123 de_lowest_ev=1.1337 lumo_energy_ev=-3.428 multiplicity=1 total_charge=+1 smiles=CCN(C)CC[NH3+]
C -1.181 -0.778 1.943
C 0.316 -0.563 1.644
N 0.563 -0.319 0.205
C 1.717 -1.066 -0.335
C 0.450 1.071 -0.150
C 0.043 1.178 -1.627
N -1.399 0.667 -1.698
H -1.610 -1.414 1.173
H -1.220 -1.403 2.823
H -1.757 0.137 2.070
H 0.731 0.247 2.237
H 0.820 -1.477 1.909
H 2.455 -1.289 0.438
H 2.140 -0.509 -1.160
H 1.370 -2.026 -0.644
H -0.334 1.495 0.480
H 1.373 1.639 -0.064
H 0.617 0.469 -2.202
H 0.043 2.193 -2.007
H -2.022 1.420 -1.403
H -1.647 0.395 -2.646
H -1.468 -0.066 -0.985



22
Properties=species:S:1:pos:R:3 method="wB97M-V/def2-TZVPD" orbital_gap_ev=10.173 de_lowest_ev=1.6828 lumo_energy_ev=-3.676 multiplicity=1 total_charge=+1
C 1.324 -1.994 -0.045
C -0.846 -1.018 1.106
C 0.301 1.579 0.504
C 1.955 0.498 -0.795
C 0.429 -0.819 0.334
N -3.036 0.873 -0.639
N 0.870 0.353 0.086
H 2.339 -1.673 -0.010
H 1.231 -2.826 0.554
H 1.253 -2.339 -1.071
H -1.330 -0.003 1.029
H -1.544 -1.921 0.883
H -0.434 -1.223 2.068
H -0.058 1.576 1.502
H 1.030 2.292 0.329
H -0.590 1.904 -0.113
H 1.841 1.408 -1.396
H 2.909 0.673 -0.226
H 2.106 -0.378 -1.222
H -3.598 1.664 -0.393
H -3.678 0.218 -1.004
H -2.475 1.156 -1.483



22
Properties=species:S:1:pos:R:3 method="wB97M-V/def2-TZVPD" orbital_gap_ev=5.184 de_lowest_ev=5.3417 lumo_energy_ev=-8.530 multiplicity=1 total_charge=+1
N -2.019 -0.181 0.777
C -1.694 0.225 -0.626
C -2.772 1.071 -1.268
C -0.340 0.922 -0.622
N 0.593 0.372 0.232
C 1.796 1.117 0.376
C 2.700 -2.783 1.018
H 3.111 -3.719 0.662
H -2.827 0.307 1.138
H -1.234 -0.071 1.415
H -1.564 -0.747 -1.112
H -2.910 2.076 -0.876
H -3.714 0.530 -1.217
H -2.545 1.155 -2.334
H -0.497 1.961 -0.250
H -0.022 1.150 -1.664
H 2.440 0.850 -0.485
H 2.321 0.818 1.279
H 1.647 2.199 0.358
H 3.331 -2.235 1.705
H 2.524 -2.182 0.109
H 1.675 -2.836 1.385



22
Properties=species:S:1:pos:R:3 method="wB97M-V/def2-TZVPD" orbital_gap_ev=9.308 de_lowest_ev=2.7457 lumo_energy_ev=-3.586 multiplicity=1 total_charge=+1 smiles=CNCCCC[NH3+]
C -2.013 -1.391 -0.009
N -1.328 -0.459 0.848
C -1.095 0.825 0.285
C 0.269 1.303 0.851
C 1.413 0.389 0.860
C 1.606 -0.675 -0.316
N 1.284 0.109 -1.653
H -2.590 -2.188 0.420
H -1.252 -1.921 -0.561
H -2.847 -0.891 -0.613
H -1.836 -0.273 1.653
H -0.960 0.802 -0.776
H -1.839 1.567 0.381
H 0.614 2.284 0.477
H 0.123 1.547 1.913
H 1.015 -0.243 1.634
H 2.412 0.737 1.028
H 0.690 -1.360 -0.419
H 2.629 -1.153 -0.332
H 2.167 0.242 -2.146
H 1.046 1.014 -1.200
H 0.493 -0.263 -2.324



22
Properties=species:S:1:pos:R:3 method="wB97M-V/def2-TZVPD" orbital_gap_ev=9.741 de_lowest_ev=2.7235 lumo_energy_ev=-3.375 multiplicity=1 total_charge=+1 smiles=NCCCCC[NH3+]
N 1.583 -1.751 -0.161
C 1.795 -0.269 -0.457
C 1.049 0.894 0.203
C 0.051 0.597 1.409
C -1.356 -0.196 1.086
C -2.015 0.364 -0.212
N -1.053 0.065 -1.362
H 2.203 -2.447 -0.639
H 1.726 -1.838 0.849
H 1.835 -0.121 -1.603
H 2.921 -0.153 -0.320
H 1.645 1.712 0.502
H 0.417 1.418 -0.498
H -0.289 1.589 1.928
H 0.629 0.025 2.078
H -1.247 -1.304 0.972
H -2.084 -0.061 1.931
H -2.300 1.375 -0.228
H -2.883 -0.142 -0.528
H -0.540 0.894 -1.732
H -1.829 -0.018 -2.135
H -0.257 -0.636 -1.083



22
Properties=species:S:1:pos:R:3 method="wB97M-V/def2-TZVPD" orbital_gap_ev=3.703 de_lowest_ev=6.8197 lumo_energy_ev=-8.736 multiplicity=1 total_charge=+1
N -1.644 -1.110 -0.185
C -4.432 1.573 0.565
C -3.160 1.449 0.900
N 0.902 0.007 -0.220
C 2.585 -1.463 -1.006
C 2.198 0.021 -0.571
C 2.988 0.341 0.746
H -0.684 -0.831 0.005
H -1.722 -0.785 -1.152
H -1.719 -2.124 -0.234
H -4.935 0.766 0.046
H -5.077 2.361 0.933
H -2.740 0.448 0.866
H -2.736 2.109 1.642
H 0.330 0.648 -0.798
H 3.658 -1.556 -1.128
H 2.208 -2.145 -0.248
H 2.044 -1.678 -1.925
H 2.415 0.702 -1.393
H 4.052 0.258 0.535
H 2.706 -0.342 1.543
H 2.764 1.350 1.077



22
Properties=species:S:1:pos:R:3 method="wB97M-V/def2-TZVPD" orbital_gap_ev=9.405 de_lowest_ev=1.5723 lumo_energy_ev=-3.082 multiplicity=1 total_charge=+1 smiles=CC[NH2+]CCNC
C 1.779 0.630 -2.305
C 1.748 -0.019 -0.925
N 0.979 0.814 0.030
C 0.661 0.133 1.323
C -0.615 -0.719 1.188
N -1.637 -0.204 0.315
C -2.968 -0.742 0.567
H 2.642 1.254 -2.522
H 0.920 1.310 -2.357
H 1.687 -0.125 -3.075
H 2.741 -0.211 -0.524
H 1.244 -0.988 -0.952
H 1.386 1.743 0.153
H 0.066 0.927 -0.409
H 1.468 -0.532 1.579
H 0.582 0.793 2.178
H -0.990 -0.839 2.203
H -0.370 -1.752 0.889
H -1.650 0.344 -0.521
H -3.621 -0.207 -0.110
H -3.338 -0.476 1.557
H -3.014 -1.825 0.457